Record 1
ORCA calculation (ωB97M-V with the def2-TZVPD basis set) on 2 unconnected molecules or ions with the total composition C19H21N3O5S.

Largest force on an atom = 19.101 eV/A
Energy = -1674.49091 a.u.
Gap between HOMO and LUMO = 7.173 eV
Charge = 0
E_HOMO = -8.9 eV

Element x y z (Å)
1 C 0.18 1.27 1.72
2 H 0.21 0.51 0.79
3 H -0.55 1.93 1.34
4 H 1.26 1.69 1.76
5 C 0.00 0.61 2.92
6 N 0.58 -0.55 3.44
7 C -0.01 -1.69 3.46
8 O 0.62 -2.94 3.82
9 C -1.28 -2.16 2.65
10 O -1.47 -1.34 1.36
11 C -1.55 -2.26 0.37
12 O -1.28 -3.45 0.31
13 C -1.39 -1.14 -0.99
14 C -1.66 -1.76 -2.12
15 C -1.57 -0.95 -3.37
16 N -1.69 0.52 -3.09
17 C -1.70 1.33 -4.35
18 C -1.72 2.66 -4.16
19 C -1.85 3.22 -5.45
20 C -1.99 2.75 -6.54
21 C -1.84 1.31 -6.74
22 C -1.95 0.56 -5.41
23 N -1.97 -0.85 -5.66
24 C -1.90 -1.43 -4.48
25 H -1.73 -2.84 -4.78
26 H -2.05 0.86 -7.78
27 H -1.86 3.50 -7.54
28 H -1.85 4.26 -5.31
29 H -1.65 3.11 -3.13
30 H -1.56 -2.71 -2.29
31 H -1.66 -0.27 -0.72
32 H -2.05 -1.80 3.28
33 H -1.51 -3.17 2.45
34 C 1.95 -0.52 4.05
35 C 2.47 0.81 4.40
36 H 2.84 0.59 5.32
37 H 1.82 1.47 4.33
38 S 3.44 1.26 3.16
39 O 3.21 2.25 2.33
40 O 4.86 1.08 3.78
41 C 3.28 -0.26 2.10
42 C 2.78 -1.27 3.46
43 H 2.58 -2.24 2.95
44 H 3.86 -1.43 3.91
45 H 2.70 -0.35 1.43
46 H 4.31 -0.66 1.52
47 H 1.71 -1.07 4.91
48 H -1.24 0.44 2.80
49 H -0.12 1.14 3.81

Record 2
ORCA calculation (ωB97M-V with the def2-TZVPD basis set) on a molecular structure, C3H3N3O.

Largest force on an atom = 1.538 eV/A
Energy = -355.50573 a.u.
Gap between HOMO and LUMO = 9.793 eV
Charge = 0
E_HOMO = -10.2 eV

Element x y z (Å)
1 N -0.88 0.59 1.80
2 C -0.74 0.26 0.60
3 N -1.64 -0.35 -0.33
4 N -0.90 -0.10 -1.32
5 O 1.05 -1.77 -0.56
6 C 1.37 -0.61 -0.58
7 C 0.28 0.46 -0.46
8 H -1.83 0.30 2.07
9 H 2.43 -0.29 -0.75
10 H 0.78 1.45 -0.51

Record 3
ORCA calculation (ωB97M-V with the def2-TZVPD basis set) on a molecular structure, C23H19N5O3SSnTe4.

Largest force on an atom = 0.870 eV/A
Energy = -3072.08119 a.u.
Gap between HOMO and LUMO = 5.304 eV
Charge = -2
E_HOMO = -1.2 eV

Element x y z (Å)
1 Sn 0.05 0.47 -1.93
2 O 1.29 0.56 3.53
3 C 0.43 1.59 3.39
4 C -0.11 2.15 4.55
5 C -0.98 3.22 4.47
6 C -1.34 3.75 3.23
7 C -0.82 3.18 2.08
8 C 0.07 2.11 2.14
9 C 0.54 1.51 0.86
10 O 0.05 1.95 -0.23
11 N 1.41 0.54 0.96
12 N 1.77 0.01 -0.28
13 C 2.21 -1.19 -0.23
14 C 2.80 -1.85 -1.38
15 C 3.90 -2.68 -1.17
16 C 4.60 -3.26 -2.22
17 C 4.18 -2.98 -3.52
18 C 3.08 -2.18 -3.76
19 C 2.33 -1.62 -2.70
20 O 1.22 -0.99 -2.98
21 H 1.58 0.32 2.59
22 H 0.18 1.73 5.51
23 H -1.39 3.65 5.38
24 H -2.04 4.57 3.17
25 H -1.10 3.54 1.10
26 H 2.37 -1.64 0.75
27 H 4.22 -2.86 -0.14
28 H 5.46 -3.89 -2.03
29 H 4.71 -3.41 -4.36
30 H 2.73 -1.98 -4.77
31 C 0.03 -3.44 -1.11
32 N -0.15 -2.24 -0.31
33 C -0.44 -2.46 1.04
34 C -1.29 -1.55 1.51
35 N -1.63 -0.70 0.46
36 C -1.07 -1.20 -0.80
37 S -2.31 -1.76 -1.98
38 C -2.47 0.38 0.52
39 C -3.14 0.77 1.70
40 C -3.95 1.88 1.64
41 C -4.10 2.58 0.44
42 C -3.39 2.12 -0.66
43 N -2.60 1.05 -0.63
44 H -0.85 -4.09 -1.08
45 H 0.91 -3.97 -0.74
46 H 0.20 -3.16 -2.15
47 H 0.05 -3.26 1.58
48 H -1.63 -1.40 2.52
49 H -3.00 0.24 2.63
50 H -4.46 2.21 2.53
51 H -4.73 3.45 0.37
52 H -3.44 2.62 -1.62
53 Te 1.68 2.60 -2.85
54 Te 1.50 2.32 -5.51
55 Te -1.21 2.46 -5.57
56 Te -1.90 0.22 -3.96

Record 4
ORCA calculation (ωB97M-V with the def2-TZVPD basis set) on a molecular structure, C28H44GeN4O3PSeSnTe.

Largest force on an atom = 0.853 eV/A
Energy = -6839.97360 a.u.
Gap between HOMO and LUMO = 7.311 eV
Charge = +1
E_HOMO = -10.0 eV

Element x y z (Å)
1 Sn -0.38 -0.54 -1.64
2 C 0.70 2.61 -3.23
3 C 1.23 1.51 -4.17
4 C 2.41 0.80 -3.56
5 C 3.71 0.97 -4.04
6 C 4.75 0.31 -3.41
7 C 4.48 -0.49 -2.31
8 C 3.16 -0.59 -1.89
9 N 2.16 0.04 -2.50
10 N -0.48 2.25 -2.40
11 C -0.47 3.06 -1.17
12 C -1.68 2.83 -0.29
13 C -2.22 3.87 0.46
14 C -3.27 3.60 1.32
15 C -3.75 2.30 1.41
16 C -3.18 1.33 0.60
17 N -2.17 1.59 -0.23
18 C -1.73 2.47 -3.14
19 C -2.30 1.24 -3.81
20 C -2.80 1.31 -5.10
21 C -3.50 0.23 -5.62
22 C -3.70 -0.88 -4.82
23 C -3.12 -0.89 -3.56
24 N -2.42 0.13 -3.07
25 H 0.44 3.49 -3.83
26 H 1.50 2.91 -2.56
27 H 1.52 1.94 -5.12
28 H 0.43 0.78 -4.36
29 H 3.89 1.60 -4.90
30 H 5.76 0.42 -3.77
31 H 5.26 -1.02 -1.79
32 H 2.88 -1.21 -1.04
33 H -0.40 4.13 -1.39
34 H 0.42 2.77 -0.60
35 H -1.83 4.87 0.37
36 H -3.71 4.39 1.91
37 H -4.56 2.05 2.09
38 H -3.52 0.30 0.62
39 H -1.63 3.28 -3.87
40 H -2.49 2.77 -2.42
41 H -2.65 2.21 -5.69
42 H -3.89 0.27 -6.62
43 H -4.26 -1.73 -5.17
44 H -3.21 -1.76 -2.92
45 C -0.18 2.66 5.06
46 Ge 1.22 1.30 4.84
47 C 2.70 1.62 6.09
48 C 0.47 -0.49 5.13
49 C 1.91 1.48 2.98
50 Se 1.09 0.29 1.65
51 C 2.17 -1.29 2.01
52 H -0.70 2.52 6.01
53 H -0.91 2.60 4.25
54 H 0.26 3.66 5.06
55 H 2.34 1.56 7.12
56 H 3.14 2.61 5.95
57 H 3.49 0.87 5.97
58 H -0.29 -0.46 5.92
59 H 1.24 -1.20 5.43
60 H -0.01 -0.85 4.22
61 H 2.99 1.33 2.92
62 H 1.69 2.49 2.62
63 H 2.05 -1.57 3.06
64 H 3.21 -1.08 1.79
65 H 1.79 -2.08 1.37
66 C -1.50 -4.08 2.93
67 C -2.07 -2.90 2.17
68 O -1.38 -2.58 0.95
69 P -1.00 -3.72 -0.17
70 O -1.44 -2.81 -1.44
71 Te -0.40 -2.94 -3.27
72 O 0.63 -3.47 -0.12
73 C 1.53 -4.58 -0.28
74 C 1.48 -5.55 0.89
75 H -2.02 -4.20 3.88
76 H -0.43 -3.93 3.14
77 H -1.61 -5.01 2.36
78 H -1.98 -2.00 2.78
79 H -3.13 -3.06 1.96
80 H 2.53 -4.14 -0.36
81 H 1.33 -5.10 -1.22
82 H 1.50 -5.01 1.84
83 H 2.34 -6.22 0.86
84 H 0.57 -6.15 0.86